# 1
{"formula": "C33H57BrN2O2SiZn", "method": "ωB97M-V/def2-TZVPD", "species": ["O", "O", "C", "C", "H", "H", "H", "H", "H", "C", "C", "H", "H", "H", "H", "H", "C", "C", "C", "H", "H", "H", "H", "H", "C", "H", "H", "H", "H", "H", "H", "N", "C", "C", "C", "C", "H", "H", "H", "C", "H", "H", "H", "N", "C", "C", "C", "C", "H", "C", "H", "C", "H", "C", "C", "C", "C", "C", "C", "H", "C", "H", "C", "H", "C", "C", "Zn", "H", "H", "H", "H", "H", "H", "H", "H", "H", "H", "H", "H", "H", "C", "Si", "H", "H", "C", "C", "C", "H", "H", "H", "H", "H", "H", "H", "H", "H", "Br"], "coordinates": [[-1.57783, 1.13879, 0.23122], [-1.01888, -2.76197, -3.32656], [-2.85876, 0.53820, 0.49403], [-3.99060, 1.51099, 0.85709], [-2.73872, -0.15746, 1.31823], [-3.16191, -0.07926, -0.34882], [-3.70480, 2.15028, 1.68682], [-4.88333, 0.96311, 1.15753], [-4.26907, 2.14668, 0.01771], [-1.59574, 2.11883, -0.81387], [-2.03461, 1.66258, -2.20643], [-0.58554, 2.50441, -0.89887], [-2.22542, 2.95627, -0.52084], [-1.30226, 0.98548, -2.62999], [-2.09918, 2.51583, -2.88096], [-3.00867, 1.17748, -2.20305], [0.13480, -3.17731, -4.06143], [-2.27447, -3.20525, -3.84577], [0.71371, -1.99502, -4.84134], [-0.06476, -4.02480, -4.72037], [0.88953, -3.52786, -3.35957], [0.00616, -1.60850, -5.57266], [1.62021, -2.28567, -5.37091], [0.97066, -1.18258, -4.16292], [-2.58263, -2.69333, -5.26044], [-3.05433, -2.85129, -3.17391], [-2.33109, -4.29378, -3.82059], [-2.51917, -1.60752, -5.31154], [-3.59044, -2.97970, -5.56066], [-1.89460, -3.10700, -5.99669], [-0.19793, -3.20317, -0.68185], [0.23919, 3.12569, 1.95430], [1.19967, 3.67929, 2.61821], [2.49982, 3.07861, 2.70714], [2.91043, 1.89627, 2.21466], [1.13292, 5.06176, 3.28480], [0.16808, 5.23752, 3.75714], [1.29382, 5.84877, 2.54914], [1.87658, 5.18373, 4.07208], [4.38009, 1.50436, 2.36661], [4.83258, 1.28651, 1.39936], [4.49022, 0.63361, 3.00643], [4.96977, 2.30280, 2.81646], [2.08770, 0.99761, 1.55434], [-0.84939, 3.97064, 1.61314], [-1.98370, 4.12810, 2.44959], [-2.11377, 3.43347, 3.79677], [-3.01637, 5.00337, 2.10180], [-3.88565, 5.09930, 2.73698], [-2.92786, 5.78402, 0.95791], [-3.72795, 6.46330, 0.70099], [-1.78675, 5.72154, 0.17116], [-1.70823, 6.36480, -0.69376], [-0.74508, 4.84999, 0.49933], [0.48908, 4.89214, -0.40112], [2.61179, 0.00072, 0.69754], [2.94651, -1.27608, 1.20056], [2.68296, -1.65887, 2.65005], [3.49977, -2.23771, 0.34972], [3.74465, -3.22081, 0.72457], [3.74015, -1.94132, -0.98840], [4.16949, -2.68990, -1.63805], [3.43322, -0.67921, -1.48812], [3.63340, -0.46101, -2.52675], [2.87414, 0.29616, -0.65665], [2.57725, 1.66828, -1.24304], [0.08464, 1.16462, 1.47894], [-2.87202, 2.65220, 3.76994], [-2.42088, 4.15102, 4.55796], [-1.16999, 3.01613, 4.13950], [1.13153, 4.02052, -0.28702], [1.07694, 5.78642, -0.19539], [0.19255, 4.92202, -1.45005], [2.70621, -2.73640, 2.80574], [1.69280, -1.31077, 2.93489], [3.39866, -1.19845, 3.32611], [3.02889, 2.44542, -0.62613], [1.50287, 1.83423, -1.25027], [2.96070, 1.78444, -2.25663], [3.22799, 3.68783, 3.21806], [0.41353, -3.77027, -0.01071], [-0.28760, -5.49132, 0.34822], [1.31234, -3.93771, -0.58822], [0.72116, -3.33153, 0.90426], [-2.15874, -5.49533, 0.47554], [0.38291, -6.15284, 1.96320], [0.24265, -6.73106, -0.95598], [-0.01038, -7.74641, -0.65361], [1.32006, -6.69245, -1.11323], [-0.24064, -6.54690, -1.91110], [-2.49599, -4.95063, 1.35599], [-2.53924, -6.51230, 0.55902], [-2.61998, -5.04332, -0.39888], [0.31538, -5.40712, 2.75015], [1.42538, -6.44546, 1.86181], [-0.17228, -7.03109, 2.28937], [-0.65832, 0.09158, 3.45105]], "multiplicity": 1, "lumo_ev": 0.5061, "energy_ha": -6194.542696, "relative_energy_kcal_mol": 0.00}


# 2
{"formula": "C26H56AlCl5F3NO12", "method": "ωB97M-V/def2-TZVPD", "species": ["C", "C", "C", "Cl", "C", "O", "O", "C", "C", "C", "C", "F", "F", "F", "C", "C", "O", "N", "C", "C", "H", "H", "H", "H", "H", "H", "H", "H", "H", "H", "H", "H", "H", "H", "H", "H", "H", "H", "H", "C", "C", "C", "O", "H", "H", "H", "H", "H", "H", "H", "H", "Al", "Cl", "C", "C", "O", "C", "O", "O", "C", "H", "H", "H", "H", "H", "H", "H", "H", "C", "Cl", "Cl", "Cl", "H", "C", "C", "O", "H", "H", "H", "H", "H", "C", "C", "C", "O", "H", "H", "H", "H", "H", "H", "H", "O", "H", "H", "H", "O", "H", "H", "C", "O", "H", "H", "H"], "coordinates": [[8.18423, 2.06629, 0.49426], [7.56984, 2.39273, -0.95185], [6.00976, 2.05216, -1.11624], [5.87682, 0.77731, -2.47310], [5.30618, 1.47552, 0.19551], [4.86116, 0.29918, 0.13598], [5.12883, 2.16398, 1.41258], [4.13936, 3.22418, 1.29505], [2.79099, 2.80361, 0.55826], [2.70671, 3.09058, -0.99811], [1.19760, 3.17915, -1.57761], [1.20798, 4.08750, -2.67932], [0.74826, 1.88945, -2.09031], [0.27927, 3.69234, -0.66378], [4.78845, 4.61861, 0.76605], [3.70252, 5.78517, 0.66842], [2.72119, 5.79027, 1.46225], [3.72816, 6.88412, -0.31867], [5.08482, 7.06113, -0.91067], [2.73080, 6.68302, -1.41128], [7.64406, 2.60485, 1.34420], [9.27879, 2.42683, 0.46611], [8.20533, 0.93453, 0.60412], [7.79030, 3.49741, -1.20239], [8.14225, 1.78909, -1.73974], [5.48050, 2.98119, -1.55220], [3.83993, 3.46583, 2.38455], [2.65546, 1.66522, 0.71934], [1.92666, 3.28100, 1.14889], [3.18261, 2.19411, -1.54469], [3.23626, 4.02069, -1.37760], [5.43149, 4.48868, -0.16402], [5.51290, 4.92882, 1.61069], [5.44658, 6.13194, -1.50287], [5.80671, 7.25845, -0.04563], [5.06783, 7.91846, -1.67280], [1.95342, 5.94521, -1.03289], [3.28301, 6.14702, -2.27814], [2.30526, 7.63930, -1.85096], [-0.07899, -1.49696, -1.18772], [-1.00312, -2.40855, -1.98073], [-0.46746, -2.65486, -3.38055], [-2.29385, -1.81558, -2.06495], [0.01095, -0.51732, -1.67627], [-0.47847, -1.31455, -0.18478], [0.92031, -1.93563, -1.09188], [-1.11675, -3.36183, -1.45693], [-0.38873, -1.71560, -3.94043], [-1.15972, -3.31211, -3.95356], [0.52204, -3.12718, -3.34724], [-2.20462, -0.97231, -2.52724], [2.08237, 0.34654, -1.81651], [-2.62064, -3.37552, -5.14628], [-3.69077, -5.93695, -1.68695], [-4.23282, -4.53701, -1.47329], [-5.66448, -4.50764, -1.59895], [-6.34836, -4.98567, -0.55825], [-5.88749, -5.42688, 0.46506], [-7.66515, -4.92181, -0.85431], [-8.51690, -5.50359, 0.13706], [-4.03563, -6.34017, -2.64211], [-2.59873, -5.93290, -1.67626], [-4.03721, -6.62183, -0.90894], [-3.83734, -3.87586, -2.24892], [-3.92193, -4.12401, -0.50879], [-8.32416, -5.07720, 1.12370], [-8.38287, -6.58656, 0.15212], [-9.54864, -5.28456, -0.13845], [-6.03336, -1.99682, 1.47083], [-5.81877, -1.52524, 3.16244], [-7.59128, -1.42130, 0.85785], [-4.70662, -1.37636, 0.47871], [-6.02373, -3.08419, 1.41446], [-5.88700, -7.80188, 4.35060], [-6.72566, -7.34091, 3.13645], [-7.53523, -8.33842, 2.80850], [-5.28028, -8.68156, 4.11641], [-5.20122, -7.00175, 4.65279], [-6.51704, -8.03654, 5.21311], [-5.98426, -7.00280, 2.38559], [-7.18083, -6.38009, 3.44206], [3.90925, 1.80827, 4.93983], [4.83052, 2.76388, 5.71643], [4.00693, 3.48733, 6.79946], [5.29126, 3.68471, 4.85508], [3.08284, 2.33808, 4.45097], [4.46545, 1.26252, 4.16969], [3.46589, 1.06232, 5.61224], [5.54635, 2.12021, 6.26049], [3.18223, 4.06962, 6.37445], [4.63173, 4.16688, 7.38727], [3.56868, 2.76126, 7.49658], [5.45468, 4.23965, -4.16762], [6.37738, 4.57739, -4.28988], [5.44776, 3.37071, -3.68694], [4.97430, 4.17892, -5.03085], [-8.75885, 1.31733, -1.28855], [-8.25487, 0.53013, -1.04833], [-8.08849, 1.93929, -1.59472], [-8.52142, -4.35812, -3.64825], [-8.38858, -5.16032, -2.59341], [-7.59410, -3.95834, -4.09682], [-9.01696, -4.79186, -4.53847], [-9.10980, -3.43287, -3.50753]], "multiplicity": 1, "lumo_ev": -4.2024, "energy_ha": -4824.037628}


# 3
{"formula": "C2H5N2O2", "method": "ωB97M-V/def2-TZVPD", "species": ["N", "C", "N", "H", "H", "H", "H", "O", "C", "O", "H"], "coordinates": [[0.23577, -0.49335, 0.04279], [1.57408, -0.45981, 0.15587], [2.47391, -0.87300, 1.03653], [-0.17697, -0.87860, 0.84286], [-0.10316, 0.28323, -0.50624], [2.00667, 0.07471, -0.65535], [3.37198, -0.43112, 0.77159], [-1.46028, 0.99765, -1.30851], [-2.35044, 0.61443, -0.47972], [-2.34384, -0.22939, 0.44419], [-3.22772, 1.39525, -0.34402]], "multiplicity": 1, "lumo_ev": 4.1718, "charge": -1, "energy_ha": -339.240494, "relative_energy_kcal_mol": 22.06}


Copy entry 3 word for word.
{"formula": "C2H5N2O2", "method": "ωB97M-V/def2-TZVPD", "species": ["N", "C", "N", "H", "H", "H", "H", "O", "C", "O", "H"], "coordinates": [[0.23577, -0.49335, 0.04279], [1.57408, -0.45981, 0.15587], [2.47391, -0.87300, 1.03653], [-0.17697, -0.87860, 0.84286], [-0.10316, 0.28323, -0.50624], [2.00667, 0.07471, -0.65535], [3.37198, -0.43112, 0.77159], [-1.46028, 0.99765, -1.30851], [-2.35044, 0.61443, -0.47972], [-2.34384, -0.22939, 0.44419], [-3.22772, 1.39525, -0.34402]], "multiplicity": 1, "lumo_ev": 4.1718, "charge": -1, "energy_ha": -339.240494, "relative_energy_kcal_mol": 22.06}


Question: Which value of multiplicity does entry 3 give?
Answer: 1